{"formula": "C11H9Cl2NS2", "method": "wB97M-V/def2-TZVPD", "smiles": "Cc1nc(S)sc1Cc1cc(Cl)ccc1Cl", "largest_force_ev_per_a": 3.248, "gap_ev": 8.63, "homo_energy_ev": -8.190, "relative_energy_kj_mol": 62.6, "symbols": ["Cl", "Cl", "N", "S", "S", "C", "C", "C", "C", "C", "C", "C", "C", "C", "C", "C", "H", "H", "H", "H", "H", "H", "H", "H", "H"], "positions_angstrom": [[-0.815, -2.277, -4.546], [-1.038, 2.241, -0.259], [1.893, 0.695, 2.542], [4.344, -0.203, 2.066], [1.839, -0.812, 0.408], [2.628, -0.006, 1.740], [0.555, 0.420, 2.293], [0.353, -0.337, 1.121], [-0.692, 0.270, -3.643], [-0.843, 1.264, -2.738], [-0.946, -1.303, -1.937], [-0.818, -1.090, -3.256], [-0.962, 0.965, -1.398], [-0.887, -0.336, -0.950], [-0.481, 0.864, 3.330], [-0.968, -0.622, 0.528], [4.517, -1.454, 1.496], [-0.587, 0.401, -4.753], [-0.816, 2.284, -2.988], [-1.054, -2.285, -1.585], [-1.252, 0.085, 3.430], [-0.964, 1.848, 3.038], [-0.113, 1.030, 4.333], [-1.699, 0.067, 1.075], [-1.194, -1.710, 0.654]], "atomic_forces_ev_per_a": [[-0.034, 0.116, 0.866], [-0.141, 0.704, 0.239], [-0.368, -1.357, 0.081], [0.525, -0.615, -0.485], [0.127, 0.439, 0.910], [0.513, 0.044, -0.175], [0.258, -0.399, -1.011], [-0.070, 1.475, 2.564], [-0.312, -1.923, -2.598], [0.177, 0.069, 0.472], [0.309, -1.560, 1.305], [0.344, 2.405, -1.654], [0.709, -0.301, 0.365], [-1.625, 1.143, -0.071], [-0.809, 0.640, -1.368], [-0.621, -0.627, 0.133], [-0.328, 1.022, 0.337], [-0.037, 0.457, 1.312], [0.011, 1.098, -0.614], [-0.096, -1.489, 0.362], [0.054, 0.391, -0.199], [0.349, -1.153, 0.147], [0.727, -0.123, -0.026], [0.636, -1.277, -0.984], [-0.296, 0.819, 0.092]]}



{"formula": "C11H9CoF3N2O7P2S2", "method": "wB97M-V/def2-TZVPD", "total_charge": -1, "largest_force_ev_per_a": 0.685, "gap_ev": [7.52, 5.80], "homo_energy_ev": [-5.322, -5.765], "relative_energy_kj_mol": 15.7, "s_squared": 6.035, "multiplicity": 5, "symbols": ["Co", "S", "C", "C", "C", "C", "N", "C", "C", "C", "S", "C", "N", "H", "H", "C", "C", "O", "P", "O", "O", "O", "P", "O", "O", "O", "H", "H", "H", "H", "H", "H", "H", "F", "C", "F", "F"], "positions_angstrom": [[-0.564, 0.008, 0.094], [-0.438, 0.160, 2.515], [0.902, 1.234, 2.527], [1.079, 2.091, 3.623], [2.110, 3.007, 3.661], [2.234, 3.895, 4.771], [2.324, 4.614, 5.665], [3.029, 3.068, 2.582], [2.889, 2.208, 1.512], [1.839, 1.278, 1.452], [1.744, 0.206, 0.104], [4.095, 4.018, 2.596], [4.952, 4.784, 2.595], [0.376, 2.038, 4.443], [3.590, 2.245, 0.690], [-2.911, -2.118, -2.774], [-1.539, -2.680, -2.459], [-1.270, -3.848, -3.217], [-0.250, -1.413, -2.809], [-0.276, -1.186, -4.386], [1.147, -2.103, -2.550], [-0.448, -0.124, -2.091], [-1.282, -3.000, -0.654], [-2.468, -4.051, -0.353], [0.070, -3.628, -0.546], [-1.562, -1.747, 0.139], [-2.985, -1.888, -3.837], [-3.065, -1.209, -2.192], [-3.673, -2.850, -2.506], [-0.591, -4.356, -2.750], [0.094, -0.312, -4.587], [1.094, -2.684, -1.740], [-2.623, -4.101, 0.601], [-2.926, 1.383, -0.259], [-1.627, 1.790, 0.035], [-1.776, 2.640, 1.105], [-1.295, 2.631, -0.995]], "atomic_forces_ev_per_a": [[0.052, -0.045, -0.218], [0.170, 0.272, -0.153], [-0.260, -0.357, -0.057], [0.205, 0.265, 0.177], [-0.171, -0.225, -0.149], [0.018, 0.206, 0.241], [-0.002, -0.065, -0.032], [-0.267, -0.369, -0.188], [0.163, 0.297, 0.253], [-0.157, -0.531, -0.322], [0.333, 0.429, 0.279], [0.259, 0.227, -0.020], [-0.023, -0.049, 0.000], [-0.001, 0.027, -0.005], [0.018, 0.047, 0.013], [0.027, -0.038, -0.022], [0.435, 0.371, 0.377], [-0.102, -0.107, -0.075], [0.077, 0.132, -0.221], [0.152, 0.123, 0.018], [-0.151, -0.313, 0.241], [-0.165, -0.238, 0.192], [-0.228, -0.188, 0.142], [0.134, 0.061, 0.165], [0.096, 0.002, -0.266], [-0.021, -0.071, 0.018], [-0.044, 0.002, -0.002], [-0.068, 0.012, -0.048], [0.007, -0.007, -0.012], [0.004, 0.048, 0.017], [-0.178, -0.143, -0.024], [-0.040, 0.129, -0.134], [-0.066, 0.010, -0.165], [0.003, 0.192, -0.001], [-0.220, 0.095, 0.026], [0.019, -0.128, -0.056], [-0.011, -0.073, 0.012]]}



{"formula": "C11H9CuN3S4Sb", "method": "wB97M-V/def2-TZVPD", "total_charge": -1, "largest_force_ev_per_a": 1.255, "gap_ev": [5.53, 5.70], "homo_energy_ev": [-4.746, -4.806], "s_squared": 0.782, "multiplicity": 2, "symbols": ["Cu", "C", "C", "C", "C", "C", "C", "N", "N", "C", "C", "C", "C", "C", "N", "H", "H", "H", "H", "H", "H", "H", "H", "H", "S", "Sb", "S", "S", "S"], "positions_angstrom": [[1.141, -0.440, -0.947], [-1.424, 4.175, 1.684], [-2.222, 3.054, 1.874], [-1.833, 1.820, 1.392], [-0.616, 1.657, 0.695], [0.190, 2.790, 0.544], [-0.216, 4.024, 1.021], [-0.237, 0.389, 0.212], [-1.081, -0.549, 0.605], [-0.811, -1.797, 0.255], [-1.660, -2.842, 0.697], [-1.379, -4.133, 0.360], [-0.244, -4.404, -0.421], [0.541, -3.354, -0.826], [0.286, -2.075, -0.520], [-1.733, 5.145, 2.050], [-3.160, 3.145, 2.407], [-2.459, 0.957, 1.540], [1.148, 2.708, 0.065], [0.433, 4.878, 0.874], [-2.515, -2.574, 1.302], [-2.018, -4.942, 0.689], [0.017, -5.411, -0.708], [1.418, -3.537, -1.431], [5.861, 0.599, -1.666], [3.926, 0.362, -2.833], [2.716, -1.598, -2.048], [1.995, 1.363, -1.773], [3.935, 0.589, -5.092]], "atomic_forces_ev_per_a": [[1.008, 0.238, -0.708], [0.034, 0.028, -0.020], [0.010, 0.086, 0.017], [0.126, -0.116, -0.206], [-0.315, 0.414, 0.289], [0.061, -0.262, -0.048], [-0.014, 0.055, 0.033], [-0.234, -0.605, 0.103], [-0.340, 0.622, 0.405], [0.343, -0.586, -0.329], [-0.040, 0.101, 0.021], [0.071, 0.004, -0.046], [-0.037, 0.017, 0.014], [0.076, -0.150, -0.088], [-0.846, -0.525, 0.649], [-0.005, -0.015, 0.017], [-0.013, -0.030, -0.021], [-0.051, -0.004, 0.015], [0.123, -0.069, -0.067], [0.004, -0.004, 0.007], [0.008, 0.025, -0.003], [-0.025, 0.028, 0.026], [0.025, 0.012, -0.013], [0.030, 0.079, -0.013], [-0.488, -0.008, -0.147], [0.677, 0.049, -0.328], [-0.285, 0.751, 0.164], [0.254, -0.060, -0.199], [-0.158, -0.075, 0.478]]}